11 unconnected molecules or ions with the total composition C45H108N4O11, computed with the ωB97M-V functional and the def2-TZVPD basis.

The geometry in XYZ format:
```
168
Properties=species:S:1:pos:R:3:forces:R:3
H -3.43517 -1.05018 0.48486 0.0 -0.3 0.3
C -0.22033 -1.87399 -4.34663 1.3 -0.2 -1.5
H 4.35833 -5.77832 1.75000 0.3 0.3 -0.2
H 1.92043 0.01619 -2.22675 0.4 0.5 -0.1
C 4.65100 -3.90609 -0.23034 -0.7 -0.5 0.1
H 5.11173 -2.13550 1.50171 0.2 0.3 0.4
N -4.59889 -1.14613 3.27890 -2.8 -1.8 -1.7
H -0.42930 3.48605 -4.39823 0.0 0.2 -0.1
H 3.23138 -1.43607 -0.42855 -0.3 -0.5 0.3
H -0.55320 0.15120 -1.40486 0.5 -0.1 0.0
H -3.32230 -0.26023 -3.79050 0.1 -0.6 0.5
H -3.12729 -2.74564 5.34789 0.0 0.5 -0.5
H 1.36009 -0.71905 0.43952 0.0 0.4 0.2
H 3.35933 -5.25208 -4.20525 -0.2 0.6 -0.6
C -5.49159 -2.88689 1.18714 0.6 -0.2 -0.1
C -0.96643 1.99036 3.28465 1.0 -0.6 -0.8
H -0.03046 5.24470 3.46296 0.4 -0.2 0.0
H -1.36588 3.71064 1.53147 -0.2 0.0 0.6
H 0.62031 -2.22547 -6.37652 -0.7 -0.1 0.0
O -4.76734 1.08346 -4.18870 0.0 0.4 0.2
H 2.19101 -6.40367 -3.84490 -0.6 0.0 0.1
O -0.39467 2.17014 -1.45361 0.6 1.5 -2.1
H -4.98311 1.52171 2.63888 -0.2 0.4 -0.2
H 2.43495 8.21106 3.29477 -0.2 0.1 0.2
H -0.96182 -2.95925 -1.79111 0.5 -0.2 -0.2
H 4.75496 -2.96339 -0.76757 0.4 0.1 0.4
O -3.90149 -0.30435 4.07677 1.3 0.9 1.1
H 2.42828 -4.97624 -2.81461 -0.5 0.2 0.1
H -1.97757 -1.95017 -2.69107 -0.5 -0.2 -0.2
C -1.61277 -2.97699 -2.66521 -0.3 -0.4 0.3
C -5.71532 0.80975 2.25796 0.2 0.1 0.4
C 3.86121 5.39731 0.12583 -0.2 -0.1 0.4
H -1.85359 2.47506 -4.44775 -0.1 -0.3 -0.2
H 0.17169 -3.94657 1.95824 0.0 0.1 -0.2
H 3.20589 3.07553 2.57060 -0.3 0.1 0.2
H -6.02105 -3.49325 3.25259 -0.5 -0.2 -0.4
C 0.73594 -1.32897 1.09261 1.1 -1.0 -0.8
H -6.23190 -3.48853 0.65980 -0.2 0.0 0.1
H 4.66611 3.59429 1.80764 -0.2 -0.3 -0.8
H -1.52376 1.28764 3.90405 0.2 -0.1 0.2
C 3.78126 -3.73738 1.07163 1.3 0.0 0.2
O -1.26121 4.03323 0.63337 0.4 -0.1 -0.8
H 3.40709 -0.67354 -3.05649 -0.2 0.3 0.1
C 3.50634 -5.09905 1.72191 -0.4 -0.1 -0.4
C 4.63982 -2.91095 2.10510 -1.2 -0.3 -0.4
H -2.84828 0.13647 1.66388 -0.1 -0.1 0.3
H 0.44564 2.78190 4.64961 0.6 0.2 -0.1
C 2.65881 -1.54480 2.68689 -0.2 0.0 0.7
C 4.11339 4.91183 3.26842 -1.6 -0.7 0.0
H 4.78753 5.68588 2.90168 -0.2 0.1 -0.1
H 4.80296 4.86134 0.00782 0.0 -0.2 0.1
O 0.01335 1.47981 -4.26482 -0.7 -0.3 -0.8
H -2.47453 4.78153 -0.83858 0.3 0.0 0.0
O 0.86780 5.77174 0.52108 0.4 1.1 0.1
H 1.51490 2.85823 0.76275 -0.1 0.2 0.5
H -3.94870 0.56524 0.39939 -0.2 0.3 0.0
C -0.70389 1.03351 -0.78284 -0.8 -0.9 1.0
C 0.98094 -5.19001 -6.04845 -0.1 -1.0 0.0
O 3.48103 -0.66983 -0.95023 -0.3 0.9 -1.5
H -4.62264 -2.90489 0.52934 0.4 -0.4 0.1
H 3.13991 -5.01818 2.74528 0.0 0.0 -0.2
H 4.56017 -1.79973 3.89182 -0.3 1.0 -0.2
C 3.70583 3.95861 2.17266 0.5 0.2 -0.7
H 3.53052 3.59557 -3.40390 0.1 -0.3 0.1
H -6.19995 1.15236 1.34372 0.4 0.2 -0.1
H 0.13653 -1.30339 -3.48921 0.1 -0.7 0.5
H -3.83412 3.72389 1.71761 0.2 0.1 0.0
C 1.91562 -3.10313 -4.95537 -0.2 0.1 -0.5
H -2.17824 3.21522 4.00977 -0.3 0.8 -0.1
H 0.87206 1.19133 4.00767 0.3 0.0 0.0
H -4.63241 4.17032 0.23028 0.1 0.2 -0.2
C 1.72039 -2.34122 1.77155 -0.7 -1.3 0.3
C -4.16915 -2.55301 3.30865 1.4 -0.6 0.5
H 3.03147 -0.67578 2.14466 0.1 0.0 -0.1
H -5.01834 0.46929 -4.88253 -0.1 0.0 0.0
H -6.01793 -1.18285 0.17059 -0.6 0.8 0.3
H -6.85842 -1.55400 1.79859 -0.5 1.0 -0.4
H 3.21689 6.26913 4.48115 -0.8 0.5 0.3
N 2.53290 -3.00329 0.67567 2.0 2.4 2.1
H -4.89588 -2.78730 5.34887 -0.1 0.3 0.1
C -0.91051 -3.24608 -4.00470 -0.5 1.7 0.0
H 2.00976 -1.16457 3.47572 0.0 0.2 0.1
N 0.02791 -4.37587 -3.87199 0.0 0.1 -1.3
C 2.39390 7.59763 2.39471 0.2 0.0 0.6
C 0.89203 -3.42044 2.58466 0.1 0.8 0.0
H -0.22071 1.34661 -3.34337 0.1 0.5 0.4
H 1.11107 2.62418 2.94570 0.0 0.2 0.3
H -4.63056 -0.09655 -2.47497 0.0 -0.6 -0.2
H -3.37155 1.05308 -2.64719 0.0 0.5 -0.3
C 0.93417 -1.98608 -5.36052 -0.1 -1.0 0.1
C -2.79100 -2.77310 2.72273 1.4 0.5 -0.6
H -2.50295 -2.76063 -5.45988 0.0 0.1 0.5
H 5.59386 -4.42411 -0.05495 0.3 0.6 0.5
C 2.59595 3.04038 -3.48412 0.5 -0.2 0.1
H 1.78805 3.69109 -0.70500 0.3 0.2 -0.1
H -2.40404 -3.69420 -2.44702 -0.2 0.2 -0.1
H 2.20767 -1.67741 -2.18565 0.0 -0.3 -0.4
H -0.95256 1.55252 2.28655 0.0 -0.1 -0.2
C -0.81691 2.54074 -4.77803 0.6 0.3 0.5
H -2.11546 -2.00630 3.10191 0.1 0.1 0.2
H -4.74467 -4.45875 2.46641 0.0 0.0 0.2
C -4.97975 -0.50159 2.00583 0.5 -0.7 -0.8
C -1.93294 -3.63177 -5.13689 0.1 -0.2 -0.1
H 0.31050 -2.90521 3.34916 -0.2 0.2 -0.1
H -0.21409 6.84895 2.82137 0.1 0.0 -0.5
H 0.12028 -0.68996 1.72564 0.2 -0.3 0.4
H 5.37937 -3.57552 2.55175 0.3 0.0 -0.5
H 2.77299 -5.61002 1.09803 -0.3 -0.5 0.3
H 0.08099 5.25820 0.71799 -0.5 -0.2 -0.4
H 3.58497 -3.09482 4.00944 -0.8 -0.4 -0.4
H 3.52697 5.60635 -0.89039 -0.4 0.3 0.2
H 4.23621 -4.58331 -0.97695 -0.8 -0.1 0.1
H 2.57045 -2.76518 -4.15219 -0.2 -0.3 0.2
H -4.56726 -0.06955 4.72731 0.2 0.3 0.4
C 2.86165 4.58857 1.00025 0.8 -1.2 -0.3
H -6.52698 0.74751 2.98284 0.1 -0.4 0.2
H 1.44448 -4.17508 3.14450 0.3 0.2 -0.3
H -0.56541 2.89492 -0.84769 0.0 0.6 0.2
C -3.69287 3.79885 0.63941 0.3 0.2 -0.1
C 2.33351 -5.32303 -3.84361 -0.3 -0.5 -0.2
H 1.82014 -5.85075 -6.26586 0.2 0.2 -0.1
O -1.72627 3.19194 3.16314 0.2 -0.3 0.8
C 2.72542 -0.71847 -2.20712 0.3 -0.9 1.8
H 3.40251 7.67399 1.98852 0.2 -0.6 0.2
H 1.82368 8.15307 1.65010 -0.6 -0.5 0.1
C -3.72705 -0.21750 1.12484 -0.3 0.4 -0.6
H -2.69575 -2.69383 1.63980 -0.3 -0.1 -0.1
H 4.08602 6.30682 0.68289 0.1 0.2 -0.4
H 1.85127 3.81203 -3.67928 -0.3 -0.2 -0.7
C -5.93736 -1.43417 1.22815 0.3 -1.3 1.0
C 2.80475 5.48696 3.84364 1.4 1.1 -0.5
H 1.86929 1.72906 -4.68004 -0.3 -0.2 0.0
C -4.00544 -3.04097 4.77366 -1.3 -0.3 0.2
C 2.29155 3.39093 0.21397 -0.1 -0.1 -0.3
H -0.21060 -5.50926 -2.46454 0.0 -0.5 0.9
H -2.33543 -3.72315 3.00194 -0.3 -0.2 0.1
H -2.61978 -4.41522 -4.81666 0.1 0.1 0.2
H -4.01792 -4.13029 4.81021 0.2 -0.2 -0.4
C -2.46732 4.66095 0.24470 -1.5 -0.4 0.1
C 0.50909 2.18380 3.74056 -1.8 -0.3 0.1
H -0.85052 -1.12884 -4.83213 -1.0 -0.5 0.3
H -2.55462 5.65641 0.68005 0.1 0.1 0.1
H 0.13944 -5.88115 -6.00049 -0.2 0.2 0.0
H -3.54720 2.78260 0.27320 0.0 -0.1 -0.1
O 2.76750 1.99520 -4.47030 -0.1 1.1 0.5
H 3.04062 2.62882 -0.00091 0.3 0.2 -0.2
O 1.78795 -3.72418 -0.18519 -1.3 -0.9 -1.6
H 4.66779 4.32586 4.00149 0.0 0.2 0.3
H 1.35180 -0.99082 -5.51265 0.6 -0.1 0.5
H -1.47653 -3.98150 -6.06289 0.4 0.0 0.2
C 3.82675 -2.32322 3.27850 0.8 -0.6 -0.8
H 0.42460 6.69476 4.36753 0.5 -0.1 0.3
C -5.17448 -3.46211 2.56668 0.3 1.1 0.3
H -1.77419 1.03280 -0.57654 -0.2 -0.3 0.6
N 1.72168 5.32271 1.51959 1.5 -1.4 2.4
H 2.26448 4.81511 4.51060 0.0 -0.3 -0.4
H -0.09022 1.03091 0.11801 -0.3 -0.8 0.3
H -0.73005 2.55945 -5.86440 -0.1 -0.2 0.1
H 0.86230 -4.48940 -6.87499 -0.1 0.0 0.2
C 1.27849 -4.53030 -4.70571 1.4 1.2 1.6
H 1.74115 -4.61770 0.16271 -0.3 -0.5 0.3
C 0.46426 6.21325 3.39045 -0.2 0.9 -0.2
H 2.53702 -3.33465 -5.82045 0.4 0.2 0.1
H 2.31218 2.63620 -2.51241 0.2 -0.2 0.0
C 1.88625 6.15350 2.76618 -0.9 0.7 -1.0
O -0.53910 -5.52834 -3.36639 0.6 1.3 -0.8
H 0.11046 -1.88333 0.39294 -0.4 -0.1 0.2
C -4.00202 0.37946 -3.22758 0.2 0.3 -0.3
```
Forces are in eV/Å.

## Properties
net charge	+1
total energy	-2825.43198	hartree
strongest force on any atom	3.790	eV/A
HOMO-LUMO gap (alpha / beta)	6.404 / 2.804	eV
HOMO energy (alpha / beta)	-0.32960 / -0.32960	hartree
2S+1	2
LUMO (alpha / beta)	-2.6 / -6.2	eV
<S²>	0.754

Here are the Löwdin charges for atoms 1 to 99, given in e: atom 1 (H): 0.06, atom 2 (C): -0.12, atom 3 (H): 0.10, atom 4 (H): 0.06, atom 5 (C): -0.02, atom 6 (H): 0.12, atom 7 (N): -0.14, atom 8 (H): 0.07, atom 9 (H): 0.00, atom 10 (H): 0.07, atom 11 (H): 0.06, atom 12 (H): 0.08, atom 13 (H): 0.06, atom 14 (H): 0.10, atom 15 (C): -0.20, atom 16 (C): -0.28, atom 17 (H): 0.06, atom 18 (H): 0.04, atom 19 (H): 0.11, atom 20 (O): -0.11, atom 21 (H): 0.09, atom 22 (O): -0.11, atom 23 (H): 0.07, atom 24 (H): 0.08, atom 25 (H): 0.08, atom 26 (H): 0.08, atom 27 (O): 0.00, atom 28 (H): 0.07, atom 29 (H): 0.08, atom 30 (C): -0.01, atom 31 (C): -0.03, atom 32 (C): -0.01, atom 33 (H): 0.07, atom 34 (H): 0.07, atom 35 (H): 0.10, atom 36 (H): 0.12, atom 37 (C): -0.02, atom 38 (H): 0.11, atom 39 (H): 0.11, atom 40 (H): 0.11, atom 41 (C): -0.45, atom 42 (O): -0.11, atom 43 (H): 0.09, atom 44 (C): -0.03, atom 45 (C): -0.11, atom 46 (H): 0.07, atom 47 (H): 0.08, atom 48 (C): -0.13, atom 49 (C): -0.18, atom 50 (H): 0.11, atom 51 (H): 0.08, atom 52 (O): -0.16, atom 53 (H): 0.12, atom 54 (O): 0.00, atom 55 (H): 0.06, atom 56 (H): 0.05, atom 57 (C): -0.18, atom 58 (C): 0.00, atom 59 (O): -0.14, atom 60 (H): 0.09, atom 61 (H): 0.07, atom 62 (H): 0.11, atom 63 (C): -0.15, atom 64 (H): 0.08, atom 65 (H): 0.09, atom 66 (H): 0.09, atom 67 (H): 0.06, atom 68 (C): -0.10, atom 69 (H): 0.11, atom 70 (H): 0.07, atom 71 (H): 0.08, atom 72 (C): -0.42, atom 73 (C): -0.50, atom 74 (H): 0.13, atom 75 (H): 0.08, atom 76 (H): 0.12, atom 77 (H): 0.13, atom 78 (H): 0.11, atom 79 (N): -0.15, atom 80 (H): 0.08, atom 81 (C): -0.41, atom 82 (H): 0.11, atom 83 (N): 0.08, atom 84 (C): -0.03, atom 85 (C): -0.01, atom 86 (H): 0.03, atom 87 (H): 0.05, atom 88 (H): 0.07, atom 89 (H): 0.07, atom 90 (C): -0.14, atom 91 (C): -0.06, atom 92 (H): 0.10, atom 93 (H): 0.09, atom 94 (C): -0.14, atom 95 (H): 0.06, atom 96 (H): 0.09, atom 97 (H): 0.05, atom 98 (H): 0.08, atom 99 (C): -0.10